Record 1
ORCA calculation (wB97M-V/def2-TZVPD) on an isolated molecule of C7H10O.

Values from the calculation:
total charge = 0
gap between HOMO and LUMO = 10.447 eV
strongest force on any atom = 4.7 eV Å⁻¹
structure (SMILES) = C1=C[C@@H]2COC[C@H]2C1
relative energy (zero: lowest compared OMol25 entry of this formula, charge and spin) = 63.4 kcal/mol

```
18
Properties=species:S:1:pos:R:3:forces:R:3
C 1.454616 -1.087880 0.242958 -0.77 -0.41 -0.58
C 1.404657 1.262624 -0.108778 4.11 1.05 -1.92
C 0.126287 0.795822 0.320407 -3.52 -0.70 2.25
C -1.328185 1.233763 -0.052732 2.11 0.00 1.03
C -2.073390 0.155102 0.064384 -1.13 -1.48 -2.38
C -1.300392 -1.220802 -0.045631 0.53 3.26 -0.31
C 0.084694 -0.643439 -0.315738 2.06 0.59 0.34
H 1.449224 -1.303558 1.335773 0.12 0.42 -0.52
H 1.768750 -1.961403 -0.294549 0.56 -0.61 -0.06
H 2.030625 1.930221 0.598052 -1.37 -0.71 -1.38
H 1.327506 1.653395 -1.200258 0.53 -0.31 1.84
H 0.087619 0.829574 1.520249 0.27 -0.74 -2.39
H -1.686002 2.239506 -0.190672 -0.04 0.16 0.05
H -3.104871 0.232382 -0.276165 -0.19 -0.30 0.69
H -1.674410 -1.821905 -0.848246 -0.32 -0.41 -0.27
H -1.235432 -1.733528 0.860733 -0.41 -1.11 1.55
H 0.377606 -0.549687 -1.416650 -1.08 0.16 1.16
O 2.291100 -0.010182 -0.193141 -1.46 1.14 0.89
```
Positions in Å, forces in eV/Å.


Record 2
ORCA calculation (wB97M-V/def2-TZVPD) on an isolated molecule of CHBrClNO2.

Values from the calculation:
total charge = 0
gap between HOMO and LUMO (spin up / spin down) = 7.333 / 7.878 eV
strongest force on any atom = 2.4 eV Å⁻¹
relative energy (zero: lowest compared OMol25 entry of this formula, charge and spin) = 61.5 kcal/mol

```
7
Properties=species:S:1:pos:R:3:forces:R:3
C -0.244344 0.036559 -0.746214 0.03 -2.07 1.26
N -0.606120 0.935469 0.303421 -0.16 0.45 0.52
O -0.883674 0.498456 1.391234 -0.24 -0.47 0.82
O -0.654628 2.109023 0.023928 0.19 0.81 -0.88
Cl 2.075015 -2.292624 0.634071 -0.06 -0.01 0.14
Br -0.116544 -1.692637 -0.121815 0.18 1.19 -1.31
H 0.430295 0.405754 -1.484625 0.07 0.10 -0.55
```
Positions in Å, forces in eV/Å.


Record 3
ORCA calculation (wB97M-V/def2-TZVPD) on a cluster of 2 separate species, C4H13NO2 in total.

Values from the calculation:
total charge = +1
gap between HOMO and LUMO (spin up / spin down) = 9.808 / 4.658 eV
spin multiplicity = 2
strongest force on any atom = 3.1 eV Å⁻¹
relative energy (zero: lowest compared OMol25 entry of this formula, charge and spin) = 57.2 kcal/mol

```
20
Properties=species:S:1:pos:R:3:forces:R:3
C 1.412490 -1.785092 -0.632620 -0.78 0.58 0.58
C 1.380090 -0.316670 -1.169006 0.21 -0.52 1.20
C 1.720414 0.669030 -0.005419 -0.56 0.98 -0.94
O 0.189110 -0.051494 -1.885783 2.40 0.98 -1.28
C 0.510001 -2.064918 0.601871 -0.39 1.50 0.61
N -0.875036 -1.504181 0.733917 1.82 -2.17 -1.36
H 1.169719 -2.553755 -1.363024 0.19 0.26 -0.44
H 2.425272 -1.939663 -0.247496 -0.13 -0.29 -0.15
H 2.195672 -0.172399 -1.863844 -0.07 -0.45 -0.48
H 0.892141 1.350656 0.231460 -0.22 -0.62 0.28
H 2.428951 1.403807 -0.390502 0.30 -0.22 0.07
H 2.156646 0.221947 0.881880 -0.09 -0.12 0.08
H -0.541615 -0.355837 -1.427645 -2.15 -0.49 1.16
H 0.352214 -3.142222 0.741014 -0.11 -0.29 0.14
H 1.000867 -1.730314 1.520444 0.08 -0.19 0.23
H -1.505009 -1.920470 1.424408 0.18 0.50 0.35
H -1.305675 -1.363947 -0.167358 -0.70 0.57 -0.07
H -4.088452 4.622741 2.268702 -0.02 0.44 -0.81
H -3.052145 3.644402 2.282348 0.64 -0.36 -0.31
O -3.406581 4.285327 1.658912 -0.62 -0.09 1.14
```
Positions in Å, forces in eV/Å.


Record 4
ORCA calculation (wB97M-V/def2-TZVPD) on an isolated molecule of C5H6O2.

Values from the calculation:
total charge = 0
gap between HOMO and LUMO = 9.614 eV
strongest force on any atom = 5.4 eV Å⁻¹
structure (SMILES) = C=C=COC(C)=O
relative energy (zero: lowest compared OMol25 entry of this formula, charge and spin) = 62.8 kcal/mol

```
13
Properties=species:S:1:pos:R:3:forces:R:3
C 2.038241 0.687940 0.123719 -5.02 1.45 -0.74
C 3.154220 0.137923 -0.250461 2.25 1.00 -0.73
C 0.693779 1.124114 0.117924 4.91 -2.14 0.39
C -1.527758 0.549392 0.125843 1.72 0.50 -0.09
C -2.351449 -0.661214 0.082334 -2.31 -0.27 -0.33
O -1.817553 1.672648 0.447223 -0.19 -1.05 -0.04
O -0.235483 0.222780 -0.351752 -1.18 0.34 0.48
H 3.861782 0.510877 -1.070488 -1.68 -0.30 0.65
H 3.744971 -0.546228 0.341289 -0.44 -0.33 0.53
H 0.177441 1.877828 0.679221 0.87 0.77 0.18
H -2.790478 -1.036200 1.038485 0.47 0.89 -0.49
H -1.835723 -1.509584 -0.350305 0.05 0.16 -0.35
H -3.208541 -0.289065 -0.554269 0.55 -1.02 0.54
```
Positions in Å, forces in eV/Å.


Record 5
ORCA calculation (wB97M-V/def2-TZVPD) on a cluster of 2 separate species, C4OS5 in total.

Values from the calculation:
total charge = 0
gap between HOMO and LUMO = 8.314 eV
strongest force on any atom = 3.1 eV Å⁻¹
relative energy (zero: lowest compared OMol25 entry of this formula, charge and spin) = 2.5 kcal/mol

```
10
Properties=species:S:1:pos:R:3:forces:R:3
C 0.261326 -0.369706 0.628309 0.57 -2.26 -0.53
C -0.929792 0.221363 0.367997 -0.10 1.88 0.12
C 2.826592 0.539396 -0.070412 -0.54 1.94 -2.32
C -1.962072 -0.346301 -0.332850 -0.98 -0.84 0.29
O 2.117518 1.098426 -0.795629 -0.67 -0.39 0.46
S -1.835970 -1.961900 -0.775389 0.74 -0.15 -0.25
S 0.244786 -1.928412 -0.039176 -0.74 1.30 0.65
S -1.601172 1.862000 0.681696 -0.40 -0.48 -0.05
S 4.114344 0.058861 0.588192 1.43 -1.30 1.64
S -3.235561 0.826271 -0.252740 0.69 0.31 0.00
```
Positions in Å, forces in eV/Å.


Record 6
ORCA calculation (wB97M-V/def2-TZVPD) on a structure of composition C4H22AgO13P.

Values from the calculation:
total charge = -2
gap between HOMO and LUMO (spin up / spin down) = 6.608 / 5.734 eV
spin multiplicity = 3
strongest force on any atom = 3.1 eV Å⁻¹

```
41
Properties=species:S:1:pos:R:3:forces:R:3
Ag -15.410800 25.914928 -7.651815 0.23 0.28 -0.09
P -15.364437 25.067694 -4.922080 1.30 -1.63 2.23
O -14.506593 26.210650 -5.572209 -0.48 -0.25 -0.73
O -14.501139 23.985401 -4.282770 -0.05 0.47 -2.57
O -16.224165 24.587523 -6.154180 0.42 0.28 0.22
O -16.186700 25.525636 -3.737689 -0.80 1.01 -1.50
O -13.710663 28.782719 -6.109505 0.50 0.85 -0.27
H -14.103546 27.916882 -5.999046 -0.17 -0.69 0.41
H -14.270894 29.220490 -6.750389 -0.13 0.09 -0.08
O -14.060699 21.451712 -4.246870 0.68 -1.77 0.35
H -14.119164 21.264440 -5.183743 -0.23 0.14 -0.18
H -14.312252 22.372062 -4.169950 -0.30 0.90 -0.09
O -15.506810 22.085854 -6.701272 0.35 -1.24 -0.50
H -16.161178 21.984916 -7.392540 -0.14 0.05 -0.07
H -15.487413 23.026424 -6.524658 -0.21 0.62 0.29
O -18.545745 26.142724 -6.381265 -0.90 0.22 -0.29
H -18.051929 25.331578 -6.501315 0.39 -0.31 0.20
H -17.965251 26.828253 -6.711866 0.07 0.05 -0.05
O -16.854517 28.127238 -4.813104 -0.34 1.09 -0.14
H -16.524409 27.315614 -4.427717 0.15 -0.58 0.26
H -16.737644 28.010129 -5.755898 0.19 0.00 -0.07
C -18.713692 25.390630 -1.894229 -0.90 -0.13 -0.77
C -18.227753 26.813141 -1.650263 0.09 0.12 0.18
O -16.848116 26.840246 -1.801180 0.36 1.07 1.38
O -18.787524 25.126459 -3.324142 -0.96 0.07 1.86
H -19.680567 25.195693 -1.430276 -0.56 0.27 -0.37
H -18.087785 24.634370 -1.420520 0.60 0.29 0.02
H -18.459592 27.246016 -0.677137 -0.12 -0.49 0.54
H -18.646007 27.550529 -2.335411 -0.64 -0.30 -0.51
H -16.683476 26.514369 -2.689049 0.77 -0.27 -0.30
H -17.866927 25.200164 -3.586195 0.56 -0.10 -0.70
C -13.740878 23.756624 -1.104364 -0.92 -1.50 -0.38
C -15.223584 23.858141 -0.943613 -2.03 0.22 1.54
O -16.018908 23.450576 -2.037135 0.58 -0.65 0.51
O -13.385998 24.586044 -2.125955 1.97 1.58 0.62
H -13.588809 22.721578 -1.410389 0.43 -0.56 0.09
H -13.161306 23.914141 -0.194758 -0.11 0.39 0.18
H -15.529168 24.869367 -0.675050 0.31 0.48 -0.06
H -15.637363 23.258630 -0.132768 0.48 -0.41 0.53
H -15.978133 24.166519 -2.675384 -0.08 0.32 -0.54
H -13.772437 24.227345 -2.928203 -0.36 0.02 -1.15
```
Positions in Å, forces in eV/Å.


Record 7
ORCA calculation (wB97M-V/def2-TZVPD) on an isolated molecule of C3H7NOS.

Values from the calculation:
total charge = 0
gap between HOMO and LUMO = 9.982 eV
strongest force on any atom = 2.4 eV Å⁻¹
structure (SMILES) = NC(=O)CCS
relative energy (zero: lowest compared OMol25 entry of this formula, charge and spin) = 9.2 kcal/mol

```
13
Properties=species:S:1:pos:R:3:forces:R:3
O 0.393083 1.066576 -1.681201 -0.44 0.98 0.34
S -2.025138 0.364287 2.131922 -0.11 0.85 -0.96
C 0.599806 0.032646 -1.074272 -0.04 1.21 -1.38
N 1.610398 -0.729351 -1.543072 -0.42 -1.67 1.67
C -0.777957 0.862293 0.811587 -0.12 0.70 0.50
C -0.299927 -0.362966 0.080819 1.16 0.06 -0.46
H -1.307296 -0.274731 3.056421 0.58 0.00 -0.20
H 2.226132 -0.356044 -2.225407 0.13 0.14 -0.57
H 1.635899 -1.695317 -1.269220 0.52 -0.04 -0.07
H -1.260210 1.588685 0.089916 0.24 -0.94 1.07
H 0.101492 1.389534 1.241641 -0.76 -0.25 -0.02
H 0.224513 -1.020434 0.758860 0.01 -0.41 0.19
H -1.120794 -0.865178 -0.377995 -0.76 -0.64 -0.12
```
Positions in Å, forces in eV/Å.


Record 8
ORCA calculation (wB97M-V/def2-TZVPD) on an isolated molecule of C6H6N2.

Values from the calculation:
total charge = 0
gap between HOMO and LUMO = 9.801 eV
strongest force on any atom = 7.1 eV Å⁻¹
structure (SMILES) = C#Cc1ccnn1C
relative energy (zero: lowest compared OMol25 entry of this formula, charge and spin) = 81.3 kcal/mol

```
14
Properties=species:S:1:pos:R:3:forces:R:3
C -0.277121 1.959379 0.144086 -0.81 0.97 1.52
C 1.994800 -0.619650 -0.002866 2.23 -4.35 1.69
C 0.897024 -1.533563 0.078576 -2.32 2.47 0.13
C -0.204436 -0.572406 -0.030960 -0.06 -2.97 -0.34
C -1.658537 -0.662461 -0.035598 4.34 -0.45 0.23
C -2.824952 -0.543150 0.044347 -6.76 1.52 -1.48
H -0.791121 2.589596 -0.699883 0.99 -1.67 1.41
H 0.562397 2.672395 0.646454 -1.95 -2.13 -1.33
H -1.073528 1.643659 0.978265 1.61 1.21 -1.91
H 3.074706 -0.748492 0.261275 -1.12 -0.50 -0.67
H 0.793125 -2.587542 0.363937 0.26 0.69 -0.48
H -3.963035 -0.244074 -0.260635 3.58 -1.23 1.34
N 0.327723 0.638054 -0.248631 0.15 2.20 1.11
N 1.648961 0.577027 -0.104929 -0.17 4.24 -1.22
```
Positions in Å, forces in eV/Å.